# 1
This record from the Open Molecules 2025 dataset describes a 2-piece molecular cluster, C2H2N2 overall. The level of theory is ωB97M-V/def2-TZVPD.

Last column: Löwdin charge in e.
Geometry (Å):
C (0.176, -0.828, 0.129)  -0.25
C (-0.383, 0.469, 0.184)  -0.26
N (0.840, 0.187, 0.881)  0.07
N (0.785, 0.253, -0.574)  0.02
H (0.292, -1.931, -0.098)  0.16
H (-1.709, 1.850, -0.523)  0.27

Output
- ΔE to the lowest compared entry with this formula, charge and spin (kcal per mole) = 190.62
- Kohn-Sham gap (alpha / beta) (eV) = 8.626 / 9.332
- HOMO level (alpha / beta) (eV) = -10.85 / -10.96

# 2
This record from the Open Molecules 2025 dataset describes a 2-piece molecular cluster, C5H14 overall. The level of theory is ωB97M-V/def2-TZVPD.

Last column: Löwdin charge in e.
Geometry (Å):
C (1.181, -1.391, -0.717)  -0.11
C (-0.272, -1.243, -0.202)  -0.33
C (-1.312, -2.198, -0.713)  -0.13
H (1.514, -2.441, -0.625)  0.07
H (1.185, -1.239, -1.795)  0.07
H (1.901, -0.890, -0.077)  0.06
H (-0.334, -1.120, 0.879)  0.10
H (-0.505, -0.226, -0.542)  0.06
H (-1.124, -3.234, -0.345)  0.08
H (-2.259, -2.124, -0.177)  0.07
H (-1.399, -2.273, -1.788)  0.07
C (0.424, 2.293, 0.083)  -0.19
C (-0.056, 2.384, 1.532)  -0.15
H (-0.278, 1.844, -0.617)  0.05
H (0.795, 3.247, -0.312)  0.06
H (1.380, 1.786, -0.125)  0.06
H (-0.613, 3.310, 1.660)  0.06
H (0.850, 2.359, 2.126)  0.06
H (-0.859, 1.659, 1.694)  0.06

Output
- ΔE to the lowest compared entry with this formula, charge and spin (kcal per mole) = 19.73
- Kohn-Sham gap (eV) = 11.961
- SMILES string = CCC.CC
- HOMO level (eV) = -10.84

# 3
This record from the Open Molecules 2025 dataset describes C24H17Br4N3O6S3W as an isolated structure. The level of theory is ωB97M-V/def2-TZVPD.

Last column: Löwdin charge in e.
Geometry (Å):
W (-0.247, -0.056, 0.944)  1.55
C (-2.260, 2.743, 0.406)  -0.43
C (-1.355, 3.335, 1.469)  -0.41
S (0.158, 2.358, 1.765)  0.99
C (0.197, 2.247, 3.572)  -0.44
C (-0.993, 1.515, 4.163)  -0.41
S (-1.268, -0.093, 3.355)  0.97
C (-3.058, -0.125, 3.115)  -0.44
C (-3.560, 0.984, 2.213)  -0.42
S (-2.643, 0.985, 0.637)  0.98
H (-1.809, 2.798, -0.583)  0.09
H (-3.207, 3.283, 0.369)  0.11
H (-1.869, 3.446, 2.422)  0.08
H (-1.027, 4.327, 1.157)  0.11
H (0.267, 3.262, 3.965)  0.12
H (1.135, 1.738, 3.794)  0.06
H (-1.908, 2.101, 4.099)  0.08
H (-0.808, 1.308, 5.217)  0.11
H (-3.534, -0.089, 4.095)  0.11
H (-3.245, -1.112, 2.690)  0.09
H (-3.472, 1.966, 2.673)  0.08
H (-4.610, 0.826, 1.969)  0.11
Br (5.546, -3.892, 0.752)  0.86
C (4.218, -2.695, 1.257)  -0.72
C (4.219, -2.149, 2.591)  -0.71
Br (5.565, -2.626, 3.782)  0.85
C (3.230, -1.279, 3.008)  -0.64
Br (3.128, -0.516, 4.712)  0.87
C (2.224, -0.980, 2.091)  -0.32
O (1.178, -0.198, 2.287)  -0.32
C (2.232, -1.493, 0.788)  -0.34
O (1.212, -1.055, 0.095)  -0.16
C (3.240, -2.355, 0.343)  -0.67
Br (3.146, -2.985, -1.407)  0.90
N (-1.085, -1.903, 1.361)  -0.03
C (-0.612, -2.888, 0.873)  -0.11
C (-0.031, -3.961, 0.331)  -0.22
C (0.997, -4.621, 1.071)  -0.18
N (1.860, -5.121, 1.642)  0.22
C (-0.323, -4.244, -1.038)  -0.19
N (-0.608, -4.435, -2.135)  0.20
O (-0.985, -0.659, -0.902)  -0.17
C (-0.404, 0.300, -1.552)  -0.51
O (0.084, 1.174, -0.706)  -0.20
C (-0.299, 0.378, -2.955)  -0.14
C (-0.787, -0.701, -3.713)  0.04
C (-0.689, -0.704, -5.092)  0.07
C (-0.092, 0.404, -5.666)  -0.18
O (0.114, 0.626, -6.959)  0.10
C (0.794, 1.893, -7.077)  -0.06
O (0.927, 2.408, -5.750)  0.07
C (0.402, 1.484, -4.914)  -0.19
C (0.321, 1.506, -3.559)  0.10
H (-1.229, -1.550, -3.208)  0.13
H (-1.049, -1.525, -5.693)  0.14
H (0.185, 2.566, -7.677)  0.15
H (1.777, 1.725, -7.512)  0.15
H (0.713, 2.325, -2.973)  0.14

Output
- ΔE to the lowest compared entry with this formula, charge and spin (kcal per mole) = 0.00
- Kohn-Sham gap (alpha / beta) (eV) = 5.248 / 5.246
- total charge = +2
- HOMO level (alpha / beta) (eV) = -13.47 / -13.47

# 4
This record from the Open Molecules 2025 dataset describes a 6-piece molecular cluster, C12H24Cl8O6 overall. The level of theory is ωB97M-V/def2-TZVPD.

Last column: Löwdin charge in e.
Geometry (Å):
C (13.522, 21.338, -8.551)  -0.07
C (13.124, 20.688, -9.919)  -0.20
O (12.073, 21.342, -10.553)  0.06
C (10.830, 21.089, -10.264)  -0.56
O (10.390, 20.137, -9.598)  0.09
O (10.058, 21.980, -10.902)  -0.01
C (8.674, 21.946, -10.879)  -0.07
H (14.209, 20.729, -7.963)  0.04
H (12.621, 21.630, -8.011)  0.08
H (14.019, 22.248, -8.886)  0.05
H (12.833, 19.679, -9.627)  0.09
H (13.940, 20.660, -10.642)  0.13
H (8.290, 22.260, -9.908)  0.09
H (8.149, 20.999, -11.007)  0.10
H (8.562, 22.732, -11.625)  0.11
C (17.207, 17.324, -10.505)  -0.09
C (16.235, 18.079, -9.617)  -0.21
O (14.893, 17.545, -9.874)  0.06
C (14.061, 17.477, -8.887)  -0.60
O (14.264, 17.703, -7.675)  0.07
O (12.888, 17.147, -9.422)  -0.01
C (11.672, 17.144, -8.692)  -0.04
H (18.244, 17.648, -10.414)  0.07
H (16.975, 17.477, -11.559)  0.08
H (17.189, 16.254, -10.295)  0.05
H (16.330, 19.154, -9.772)  0.07
H (16.475, 17.974, -8.559)  0.06
H (11.467, 18.130, -8.276)  0.08
H (11.660, 16.378, -7.916)  0.10
H (10.803, 16.983, -9.329)  0.10
Cl (14.360, 17.180, -3.402)  0.47
C (15.804, 17.109, -4.506)  -1.02
Cl (16.888, 15.857, -3.964)  0.50
H (15.412, 16.694, -5.434)  0.00
H (16.349, 18.041, -4.657)  -0.02
Cl (20.680, 21.407, -5.937)  0.56
C (20.381, 20.456, -4.491)  -1.07
Cl (21.744, 20.516, -3.368)  0.52
H (19.561, 20.722, -3.824)  0.03
H (20.015, 19.473, -4.789)  -0.03
Cl (16.745, 21.464, -8.612)  0.57
C (18.069, 20.441, -7.902)  -0.97
Cl (17.556, 19.573, -6.454)  0.55
H (18.451, 19.702, -8.608)  0.01
H (18.925, 21.043, -7.597)  -0.05
Cl (18.296, 15.832, -7.769)  0.53
C (19.948, 16.181, -7.051)  -0.86
Cl (20.334, 17.972, -7.077)  0.50
H (20.168, 15.696, -6.100)  0.04
H (20.616, 15.650, -7.730)  0.02

Output
- ΔE to the lowest compared entry with this formula, charge and spin (kcal per mole) = 0.00
- Kohn-Sham gap (eV) = 10.949
- SMILES string = CCOC(=O)OC.CCOC(=O)OC.ClCCl.ClCCl.ClCCl.ClCCl
- HOMO level (eV) = -10.66

# 5
This record from the Open Molecules 2025 dataset describes an isolated molecule of C20H22BrN3. The level of theory is ωB97M-V/def2-TZVPD.

Last column: Löwdin charge in e.
Geometry (Å):
Br (-2.931, -0.701, -1.804)  0.79
C (-2.886, 0.271, -0.165)  -0.62
C (-3.940, 0.362, 0.664)  -0.11
C (-5.261, -0.235, 0.571)  -0.24
C (-5.500, -1.511, 0.061)  -0.08
C (-6.786, -2.016, 0.006)  -0.08
C (-7.857, -1.264, 0.459)  -0.09
C (-7.631, -0.004, 0.990)  -0.09
C (-6.349, 0.500, 1.056)  -0.05
C (-1.643, 0.954, 0.057)  -0.23
N (-0.715, 0.861, -0.821)  0.02
N (0.468, 1.403, -0.731)  -0.18
C (1.286, 1.363, -1.918)  -0.12
C (2.727, 0.935, -1.568)  -0.14
N (3.112, 1.308, -0.214)  -0.17
C (3.037, 0.205, 0.733)  -0.16
C (4.105, -0.813, 0.432)  -0.23
C (3.817, -2.170, 0.404)  -0.05
C (4.814, -3.093, 0.135)  -0.09
C (6.106, -2.667, -0.115)  -0.10
C (6.399, -1.313, -0.095)  -0.08
C (5.405, -0.393, 0.179)  -0.04
C (2.416, 2.499, 0.211)  -0.17
C (0.898, 2.280, 0.338)  -0.14
H (-3.808, 1.029, 1.510)  0.12
H (-4.679, -2.126, -0.269)  0.07
H (-6.951, -3.006, -0.391)  0.10
H (-8.860, -1.660, 0.408)  0.10
H (-8.459, 0.585, 1.358)  0.10
H (-6.177, 1.484, 1.471)  0.11
H (-1.572, 1.529, 0.982)  0.11
H (0.822, 0.657, -2.607)  0.12
H (1.294, 2.355, -2.391)  0.12
H (3.420, 1.415, -2.268)  0.12
H (2.842, -0.144, -1.672)  0.12
H (2.052, -0.288, 0.740)  0.12
H (3.217, 0.618, 1.732)  0.13
H (2.808, -2.508, 0.594)  0.11
H (4.578, -4.147, 0.118)  0.10
H (6.882, -3.388, -0.327)  0.10
H (7.407, -0.977, -0.291)  0.10
H (5.623, 0.665, 0.192)  0.11
H (2.622, 3.280, -0.525)  0.12
H (2.819, 2.827, 1.172)  0.12
H (0.668, 1.798, 1.296)  0.11
H (0.362, 3.240, 0.302)  0.13

Output
- Kohn-Sham gap (eV) = 8.011
- SMILES string = BrC(=C\c1ccccc1)/C=N/N1CCN(Cc2ccccc2)CC1
- HOMO level (eV) = -7.50

# 6
This record from the Open Molecules 2025 dataset describes an isolated molecule of C20H27N3O5S2. The level of theory is ωB97M-V/def2-TZVPD.

Last column: Löwdin charge in e.
Geometry (Å):
C (2.284, 4.628, 2.346)  -0.07
C (2.997, 3.553, 3.164)  -0.27
O (2.704, 2.237, 2.748)  -0.16
C (1.438, 1.758, 3.140)  -0.19
C (1.223, 0.383, 2.507)  -0.08
N (0.955, 0.485, 1.094)  -0.01
C (-0.302, 0.522, 0.643)  -0.52
N (-1.340, 0.509, 1.431)  0.12
C (-2.532, 0.413, 0.809)  -0.60
O (-2.684, 0.443, -0.410)  -0.08
C (-3.674, 0.215, 1.769)  -0.37
S (-4.310, -1.484, 1.622)  0.90
C (-2.781, -2.475, 1.739)  -0.35
C (-1.884, -2.475, 0.510)  -0.51
O (-0.713, -2.142, 0.623)  0.03
N (-2.394, -2.907, -0.654)  -0.04
C (-3.743, -3.352, -0.923)  -0.14
C (-4.386, -2.393, -1.935)  -0.19
O (-3.632, -2.349, -3.123)  -0.13
C (-2.326, -1.885, -2.857)  -0.19
C (-1.607, -2.810, -1.869)  -0.10
S (-0.392, 0.578, -1.101)  1.20
C (1.360, 0.559, -1.174)  -0.40
C (2.149, 0.581, -2.313)  -0.02
C (3.528, 0.563, -2.158)  -0.28
O (4.423, 0.582, -3.182)  -0.09
C (3.933, 0.613, -4.501)  -0.09
C (4.086, 0.530, -0.871)  0.01
C (3.299, 0.504, 0.257)  0.01
C (1.917, 0.513, 0.105)  -0.22
H (2.665, 5.607, 2.623)  0.07
H (2.467, 4.463, 1.287)  0.08
H (1.212, 4.614, 2.522)  0.07
H (2.763, 3.671, 4.232)  0.12
H (4.078, 3.648, 3.030)  0.12
H (0.634, 2.429, 2.813)  0.12
H (1.392, 1.670, 4.237)  0.13
H (0.355, -0.097, 2.963)  0.13
H (2.112, -0.232, 2.652)  0.14
H (-3.347, 0.388, 2.794)  0.08
H (-4.520, 0.851, 1.511)  0.08
H (-3.114, -3.488, 1.968)  0.09
H (-2.198, -2.088, 2.575)  0.09
H (-4.341, -3.396, -0.017)  0.07
H (-3.686, -4.354, -1.369)  0.13
H (-5.384, -2.738, -2.210)  0.13
H (-4.450, -1.391, -1.489)  0.11
H (-1.803, -1.865, -3.814)  0.13
H (-2.369, -0.872, -2.435)  0.08
H (-0.623, -2.416, -1.614)  0.11
H (-1.503, -3.811, -2.303)  0.13
H (1.674, 0.613, -3.279)  0.10
H (4.813, 0.619, -5.142)  0.09
H (3.328, -0.271, -4.725)  0.10
H (3.342, 1.515, -4.689)  0.10
H (5.161, 0.528, -0.792)  0.12
H (3.745, 0.506, 1.237)  0.11

Output
- ΔE to the lowest compared entry with this formula, charge and spin (kcal per mole) = 0.00
- Kohn-Sham gap (eV) = 8.458
- SMILES string = CCOCCn1/c(=N/C(=O)CSCC(=O)N2CCOCC2)sc2cc(OC)ccc21
- HOMO level (eV) = -7.84

# 7
This record from the Open Molecules 2025 dataset describes an isolated molecule of C2H4N4O. The level of theory is ωB97M-V/def2-TZVPD.

Last column: Löwdin charge in e.
Geometry (Å):
N (2.185, 0.397, 0.106)  0.11
C (0.860, 0.010, 0.043)  -0.50
N (0.492, -1.253, 0.096)  0.08
N (-0.876, -1.136, 0.077)  0.06
C (-1.212, 0.152, 0.001)  -0.48
O (-2.498, 0.515, -0.030)  0.11
N (-0.154, 0.929, -0.027)  0.17
H (2.821, -0.364, -0.088)  0.09
H (2.389, 1.225, -0.436)  0.09
H (-1.473, -1.944, 0.132)  0.16
H (-2.534, 1.469, 0.126)  0.12

Output
- ΔE to the lowest compared entry with this formula, charge and spin (kcal per mole) = 3.64
- Kohn-Sham gap (eV) = 9.275
- SMILES string = Nc1n[nH]c(O)n1
- HOMO level (eV) = -8.53

| no. | DFT total energy (Eh) |
| --- | --- |
| 1 | -186.57335 |
| 2 | -198.85772 |
| 3 | -13097.64520 |
| 4 | -4604.56015 |
| 5 | -3513.52985 |
| 6 | -2115.17134 |
| 7 | -372.89453 |